Model i:
Density functional theory data (wB97M-V/def2-TZVPD) for 2 unconnected molecules or ions with the total composition C4H10NO.

## Properties
<S²>: 0.75
Gap between HOMO and LUMO (alpha / beta), eV: 2.802 / 6.751
Charge: -2
2S+1: 2
Highest occupied orbital energy (alpha / beta), eV: 4.2 / 0.1

Last columns: bonded neighbours and bond lengths (Å).
CARTESIAN COORDINATES (ANGSTROEM)
1 O 0.42295 1.83789 -0.44557  C6 1.326
2 N -1.21716 -1.87177 -2.42517  C4 1.383, H9 1.004, H13 1.017
3 C 1.38220 1.38473 1.69663  C6 1.530, H7 1.121, H11 1.079, H15 1.055
4 C -0.92151 -2.19774 -1.11447  N2 1.383, C5 1.324, H10 1.092
5 C -0.25743 -1.36880 -0.32478  C4 1.324, H12 1.098, H16 1.101
6 C 0.28979 2.04911 0.85676  O1 1.326, C3 1.530, H8 1.093, H14 1.132
7 H 1.33937 1.62779 2.79006  C3 1.121
8 H 0.35137 3.10308 1.14140  C6 1.093
9 H -1.00856 -0.91558 -2.65138  N2 1.004
10 H -1.17997 -3.23756 -0.90227  C4 1.092
11 H 2.33527 1.70564 1.30451  C3 1.079
12 H -0.07226 -1.58237 0.73581  C5 1.098
13 H -2.09894 -2.20185 -2.80861  N2 1.017
14 H -0.69066 1.67695 1.28308  C6 1.132
15 H 1.29367 0.34869 1.51594  C3 1.055
16 H 0.03188 -0.35822 -0.65196  C5 1.101

Mulliken atomic charge list, values in e, 6 entries: -0.871, -0.133, -0.913, -2.862, -0.379, -0.564

Model ii:
Density functional theory data (wB97M-V/def2-TZVPD) for a gas-phase ion, C4H10NO (charge -2).

## Properties
<S²>: 0.75
Gap between HOMO and LUMO (alpha / beta), eV: 2.947 / 6.775
Charge: -2
2S+1: 2
Highest occupied orbital energy (alpha / beta), eV: 4.2 / 0.3

Last columns: bonded neighbours and bond lengths (Å).
CARTESIAN COORDINATES (ANGSTROEM)
1 O -1.31471 1.97160 2.16329  C4 1.340
2 N 0.05692 -0.29017 -1.31090  C5 1.466, C6 1.488, H15 1.063
3 C 0.27226 0.52413 1.10799  C4 1.534, C6 1.585, H9 1.111, H12 1.124
4 C -1.04603 1.30498 1.03250  O1 1.340, C3 1.534, H8 1.142, H13 1.154
5 C 0.04637 -1.74873 -1.16744  N2 1.466, H10 1.086, H11 1.089, H16 1.107
6 C 0.96566 0.32020 -0.30288  N2 1.488, C3 1.585, H7 1.154, H14 1.077
7 H 1.25399 1.41092 -0.54439  C6 1.154
8 H -0.83492 1.91295 0.08958  C4 1.142
9 H 1.01946 1.14637 1.64450  C3 1.111
10 H -0.30409 -2.11836 -2.12650  C5 1.086
11 H 1.02500 -2.21844 -1.07955  C5 1.089
12 H 0.35145 -0.37579 1.77706  C3 1.124
13 H -1.90584 0.61491 0.69034  C4 1.154
14 H 1.85624 -0.28505 -0.33987  C6 1.077
15 H -0.94324 0.07093 -1.29444  N2 1.063
16 H -0.49852 -2.24046 -0.33930  C5 1.107

Mulliken atomic charge list, values in e, 6 entries: -0.858, 0.418, -0.288, -0.474, -4.075, -1.543

Which of them is the least stable? Correct choice: model ii.